# 1
The following is a DFT calculation (ωB97M-V with the def2-TZVPD basis set) of 13 unconnected molecules or ions with the total composition C47H124N8O13.

## Properties
HOMO (alpha / beta) ... -9.86 / -9.86 eV
Multiplicity ... 2
Total charge ... +1
Expectation value of S² ... 0.75
Frontier orbital gap (alpha / beta) ... 7.23 / 3.11 eV

Structure (XYZ):
```
192
C47H124N8O13 (ωB97M-V with the def2-TZVPD basis set)
C 0.1953 0.8873 2.2235
C -0.0197 -0.0058 1.0487
C -0.7598 -1.2565 1.5915
C -1.2625 -2.2383 0.4915
C -2.1591 -1.4118 -0.4296
C -1.5535 -0.1216 -1.0138
N -0.8428 0.6731 0.0644
O -0.3022 1.8082 -0.4023
C -0.5370 -0.5453 -2.0570
C -2.7220 0.7258 -1.6991
C 1.4251 -0.4958 0.6072
H 0.6543 1.8415 1.9651
H 0.9533 0.3924 2.8306
H -0.6829 0.9354 2.8674
H 0.0126 -1.8265 2.1080
H -1.6098 -0.9740 2.2125
H -1.8526 -3.1022 0.7976
H -0.4193 -2.6616 -0.0544
H -3.0579 -1.1734 0.1391
H -2.2932 -2.1309 -1.2377
H -0.0762 0.3454 -2.4842
H 0.3429 -1.0475 -1.6550
H -0.9169 -1.1114 -2.9075
H -2.4456 1.4675 -2.4485
H -3.4763 0.0872 -2.1588
H -3.2930 1.2310 -0.9201
H 1.5388 -1.5655 0.4313
H 2.1782 -0.0819 1.2777
H 1.7895 0.0226 -0.2797
H -0.7144 2.4951 0.1267
C -0.9970 -0.4200 -10.3873
C -1.4473 0.0496 -8.9945
C -2.6545 0.8924 -9.2809
C -3.5129 1.2423 -8.0544
C -3.9431 -0.0173 -7.3628
C -2.7789 -1.0555 -7.0166
N -1.7824 -1.0636 -8.1054
O -0.7509 -1.9451 -7.9092
C -2.2326 -0.5184 -5.6857
C -3.5028 -2.4197 -6.9690
C -0.3768 1.0151 -8.2547
H -1.6613 -1.0041 -11.0241
H -0.1572 -1.0944 -10.2198
H -0.5656 0.3509 -11.0258
H -2.2170 1.8195 -9.6511
H -3.2279 0.5132 -10.1269
H -4.3661 1.8630 -8.3281
H -2.9130 1.8053 -7.3394
H -4.6771 -0.4896 -8.0157
H -4.5473 0.3080 -6.5159
H -1.7875 0.4746 -5.7478
H -3.0133 -0.5343 -4.9252
H -1.3762 -1.0739 -5.3035
H -3.9576 -2.6589 -7.9302
H -2.7581 -3.1818 -6.7395
H -4.3293 -2.4298 -6.2584
H -0.7958 1.4610 -7.3527
H -0.0287 1.7834 -8.9451
H 0.5563 0.5473 -7.9407
H -1.0490 -2.6262 -8.5165
C 1.7762 -2.4074 -4.5607
C 2.9715 -1.4498 -4.4731
C 3.2344 -0.9403 -3.0252
O 4.3150 0.0174 -2.9895
C 4.5181 0.5338 -1.7280
N 4.1236 -2.2073 -4.9746
H 2.0435 -3.3155 -4.0204
H 1.5527 -2.6491 -5.5998
H 0.8546 -1.9486 -4.2026
H 2.8566 -0.6933 -5.2494
H 3.2542 -1.8430 -2.4145
H 2.3229 -0.4495 -2.6841
H 4.7792 -0.2276 -0.9931
H 3.6700 1.1013 -1.3448
H 5.4483 1.0992 -1.7844
H 3.7873 -2.4340 -5.8996
H 4.8898 -1.5528 -5.0436
C -0.8605 -0.8612 6.1020
C 0.4524 -0.2134 6.3933
C 0.7944 -0.4224 7.8901
O 2.0742 0.0998 8.3739
C 2.6666 -0.5067 9.5030
N 1.4415 -0.7578 5.5417
H -1.1552 -0.9433 5.0558
H -1.7124 -0.5155 6.6876
H -0.7975 -1.9146 6.3746
H 0.2226 0.8303 6.1789
H 0.6998 -1.4850 8.1136
H 0.0765 0.1505 8.4770
H 3.4622 0.1295 9.8908
H 3.0609 -1.5085 9.3323
H 1.9607 -0.6475 10.3216
H 2.3139 -0.2772 5.7094
H 1.4994 -1.7526 5.7060
C 1.7764 5.6119 -2.8929
C 1.2793 4.3226 -2.3020
C 1.4029 3.0210 -3.2174
O 0.7314 3.2441 -4.4804
C -0.6607 3.0754 -4.3667
N 2.0411 4.1874 -1.1028
H 1.1855 5.8312 -3.7822
H 2.8457 5.5751 -3.1009
H 1.4819 6.5167 -2.3613
H 0.2381 4.4132 -1.9924
H 1.0360 2.0858 -2.7943
H 2.4473 2.9930 -3.5282
H -0.9930 3.8057 -3.6289
H -0.8607 2.0492 -4.0583
H -1.2311 3.2485 -5.2794
H 1.7244 4.9341 -0.5010
H 1.6855 3.3324 -0.6997
C -4.1386 -2.8028 5.1902
C -4.5366 -2.7686 3.6521
C -4.6607 -4.2072 3.0434
O -3.4478 -4.9843 3.0398
C -3.5408 -6.2162 2.3683
N -5.8007 -2.1186 3.6789
H -5.0022 -3.2703 5.6631
H -4.0398 -1.7584 5.4863
H -3.3201 -3.4556 5.4936
H -3.7968 -2.2193 3.0699
H -5.1880 -4.0809 2.0979
H -5.3766 -4.8298 3.5801
H -4.4194 -6.7733 2.6934
H -2.5896 -6.7455 2.4249
H -3.7523 -6.0520 1.3117
H -6.4232 -2.3096 4.4510
H -5.5801 -1.1689 3.9427
C -0.7675 4.8202 6.3577
C -0.8335 3.6969 5.2558
C -1.8505 3.9839 4.0932
O -3.1613 4.0590 4.5902
C -4.0362 4.6364 3.6127
N 0.4438 3.6287 4.6034
H -0.1587 4.4891 7.1990
H -1.7427 5.1386 6.7260
H -0.2789 5.6880 5.9144
H -1.1358 2.7371 5.6746
H -1.8193 3.2934 3.2504
H -1.6076 4.9623 3.6787
H -4.1299 3.9780 2.7491
H -3.6449 5.6354 3.4204
H -5.0094 4.8207 4.0677
H 1.1354 3.6220 5.3395
H 0.4533 2.7327 4.1374
C 4.6549 -0.7483 3.4324
C 6.1108 -0.4907 3.2028
C 6.5798 -0.9469 1.8406
O 6.2834 -2.2885 1.5813
C 6.2221 -2.7675 0.2122
N 6.4574 0.9010 3.3781
H 4.0232 -0.5029 2.5787
H 4.2971 -0.0461 4.1854
H 4.4327 -1.7110 3.8927
H 6.6313 -1.0121 4.0060
H 7.6603 -0.9377 1.6972
H 6.2451 -0.2747 1.0506
H 6.2943 -3.8370 0.0147
H 6.9883 -2.2814 -0.3917
H 5.2288 -2.5144 -0.1585
H 6.3853 1.1496 4.3544
H 7.3856 1.1417 3.0610
C 2.1664 -4.8959 -0.6010
O 2.3314 -5.6267 -1.7527
H 2.0405 -3.8433 -0.8545
H 1.2140 -5.0966 -0.1102
H 3.0031 -4.9620 0.0944
H 2.9571 -5.1601 -2.3117
C -2.3858 4.2676 0.3335
O -0.9997 4.2027 0.7673
H -2.9105 3.3160 0.4182
H -2.9527 4.9002 1.0165
H -2.4552 4.5964 -0.7034
H -0.4563 4.9738 0.5891
C 4.1228 2.7518 1.8016
O 5.3825 2.3266 1.2788
H 3.3854 1.9502 1.7611
H 4.3399 2.9649 2.8483
H 3.6436 3.6204 1.3500
H 5.7972 1.8148 1.9771
C -4.0403 0.6598 2.4101
O -5.1479 0.8796 3.3123
H -3.2896 1.3664 2.7642
H -3.6457 -0.3552 2.3631
H -4.2209 1.0257 1.3994
H -4.7843 1.1236 4.1665
C 0.1583 -4.3277 3.2543
O -0.7687 -5.1914 3.9247
H 0.0374 -3.3400 3.6993
H 1.1373 -4.7558 3.4694
H -0.1232 -4.3574 2.2017
H -1.6292 -4.8631 3.6537
```

***

# 2
The following is a DFT calculation (ωB97M-V with the def2-TZVPD basis set) of 12 unconnected molecules or ions with the total composition C47H125N17O19.

## Properties
HOMO ... -8.67 eV
Total charge ... 0
Frontier orbital gap ... 9.17 eV

Structure (XYZ):
```
208
C47H125N17O19 (ωB97M-V with the def2-TZVPD basis set)
C 0.6708 4.7295 -4.9017
O -0.3154 5.3909 -4.8088
N 1.5624 4.4835 -3.8256
N 1.0908 4.3676 -6.1114
H 2.0891 3.5473 -3.8766
H 0.9896 4.4398 -2.9713
H 1.7558 3.5798 -6.0037
H 0.3683 4.4084 -6.9047
C -2.2899 6.5007 -1.9233
O -2.9268 7.0441 -1.0203
N -2.7897 5.3817 -2.4946
N -1.0648 6.9281 -2.3695
H -3.6656 5.0475 -2.0906
H -2.2315 4.7824 -3.1247
H -0.6289 6.4657 -3.1860
H -0.5814 7.5904 -1.7379
C -4.4339 4.0514 0.3741
O -5.0490 2.9651 0.5990
N -3.1199 4.2748 0.7609
N -5.0141 5.0811 -0.3052
H -2.5971 3.3934 1.0471
H -2.5875 4.9677 0.2944
H -4.4529 5.9413 -0.4361
H -5.9024 4.8614 -0.7363
C 4.5494 1.9031 -0.9073
O 5.6691 1.4107 -1.1450
N 4.0827 2.9861 -1.5455
N 3.7520 1.3453 0.0553
H 3.2072 3.3240 -1.3073
H 4.7038 3.6042 -2.0415
H 2.9018 1.8411 0.4364
H 4.2115 0.6310 0.6314
C 2.8008 0.6064 -4.9858
O 2.4056 1.7424 -5.1579
N 1.9933 -0.5125 -4.9105
N 4.1518 0.4113 -4.9899
H 2.3028 -1.4662 -4.8710
H 1.0372 -0.3493 -5.1397
H 4.6867 1.1316 -4.5755
H 4.4825 -0.4962 -5.0642
C -2.2568 -2.9321 -2.3505
O -1.1690 -2.0900 -2.8118
C -0.5821 -2.3606 -4.0181
C -1.3629 -1.8167 -5.2364
N -1.2657 -0.3642 -5.4437
C -2.0370 0.3906 -4.5323
C -1.7250 1.8824 -4.6677
O -2.5756 2.6361 -3.7606
C -3.8864 2.6189 -4.1400
H -3.1611 -2.9945 -2.9988
H -2.5757 -2.6331 -1.3815
H -1.8277 -3.9699 -2.1873
H -0.5410 -3.4457 -4.1912
H 0.4193 -1.9575 -3.9632
H -2.3806 -2.1634 -5.0582
H -0.9074 -2.2798 -6.0983
H -1.4051 -0.0742 -6.3906
H -1.8271 0.0884 -3.5218
H -3.1757 0.3158 -4.7747
H -1.8568 2.2333 -5.7817
H -0.6654 2.0448 -4.4789
H -4.0081 2.3081 -5.1512
H -4.2124 3.6480 -4.2068
H -4.5797 2.1845 -3.4325
C 6.4529 -1.9822 -0.3200
O 5.5186 -2.8542 -0.9093
C 4.3078 -2.0563 -1.1340
C 3.4808 -2.7105 -2.1918
N 4.1503 -2.5997 -3.4919
C 4.8682 -3.8283 -3.9140
C 5.7984 -3.2928 -5.0039
O 6.5488 -4.2653 -5.6529
C 7.4859 -3.5998 -6.4449
H 7.3574 -2.5562 -0.3938
H 6.2003 -1.8668 0.7630
H 6.5623 -1.0407 -0.8348
H 4.6544 -1.0147 -1.4817
H 3.6940 -1.9539 -0.1605
H 2.4720 -2.2609 -2.2789
H 3.4613 -3.7408 -1.8384
H 4.8076 -1.8490 -3.4738
H 4.1871 -4.6143 -4.3070
H 5.4072 -4.2263 -3.0945
H 6.4204 -2.4634 -4.6488
H 5.1269 -2.8691 -5.8214
H 8.0906 -4.3297 -7.0090
H 8.0436 -3.0124 -5.7859
H 6.9419 -2.9122 -7.1153
C 0.3781 -1.6013 1.1680
O -0.3832 -0.4436 0.9424
C -1.8105 -0.6410 1.1056
C -2.3513 0.8094 1.3936
N -1.6062 1.8556 0.7801
C -1.7176 1.9061 -0.6877
C -0.6838 2.8230 -1.3466
O 0.6768 2.3847 -1.2194
C 1.0339 1.1583 -1.8776
H 0.1709 -2.3523 0.4126
H 0.1760 -2.1149 2.1337
H 1.4259 -1.2945 1.1402
H -2.0287 -1.3106 1.9173
H -2.3484 -1.1071 0.2078
H -2.3620 1.0261 2.4659
H -3.3513 0.9260 0.9588
H -0.6461 1.7569 0.9904
H -2.7629 2.3328 -0.8788
H -1.6724 0.9678 -1.2650
H -0.7409 3.7841 -0.7336
H -0.8715 2.9809 -2.3831
H 0.4489 0.9664 -2.7897
H 0.8065 0.3837 -1.1444
H 2.1014 1.2507 -2.2787
C -2.2619 -6.1056 0.8550
O -2.7280 -4.8541 1.4558
C -3.8409 -5.1804 2.3953
C -4.4708 -3.8411 2.7841
N -4.9546 -3.1722 1.5550
C -5.4567 -1.8455 1.8232
C -5.7437 -1.1267 0.5747
O -4.5459 -0.9156 -0.1003
C -4.7551 -0.0101 -1.2514
H -2.3242 -6.8679 1.6738
H -1.2396 -5.9491 0.6324
H -2.9022 -6.3125 -0.0574
H -3.5201 -5.6955 3.2779
H -4.5763 -5.7936 1.9181
H -3.8216 -3.2242 3.4603
H -5.3134 -4.1887 3.3697
H -4.1156 -3.1273 1.0248
H -4.7345 -1.1248 2.3193
H -6.3528 -1.9341 2.3912
H -6.2003 -0.1747 0.8848
H -6.4625 -1.7008 -0.0684
H -5.0435 1.0038 -0.8373
H -5.5563 -0.3191 -1.8808
H -3.8728 0.1424 -1.7206
C -1.3746 9.6106 1.3750
O -0.2430 8.8137 1.3300
C -0.4228 7.6398 2.0344
C 0.5904 6.6262 1.7014
N 0.3533 5.3294 2.3257
C 1.4211 4.4316 2.0962
C 1.1248 3.1696 2.9174
O 2.0368 2.0947 2.5698
C 1.8742 1.0446 3.4748
H -1.6834 9.9505 2.3785
H -2.1565 9.0055 0.9407
H -1.2239 10.4629 0.6845
H -1.4594 7.2168 1.8453
H -0.4936 7.7911 3.1261
H 1.5537 6.9276 2.0479
H 0.5762 6.4258 0.6149
H 0.0724 5.3514 3.2655
H 2.4285 4.7695 2.3660
H 1.3707 4.1387 1.0566
H 0.1145 2.7922 2.8027
H 1.3059 3.3874 4.0365
H 2.1395 1.3180 4.5119
H 2.6107 0.3235 3.2430
H 0.8725 0.6090 3.4169
C -0.7327 -4.0524 5.0049
O -0.7763 -2.6503 4.7773
C -0.4265 -1.8636 5.9361
C -0.9829 -0.4486 5.7181
N -2.4321 -0.5349 5.8762
C -3.1757 0.6866 5.5638
C -4.6330 0.4916 5.9341
O -5.1058 -0.6234 5.2131
C -6.4645 -0.7594 5.1766
H -1.0095 -4.4421 4.0655
H -1.5689 -4.3087 5.6878
H 0.2220 -4.4126 5.3386
H 0.6527 -1.9106 6.2154
H -0.8509 -2.3198 6.8140
H -0.6740 0.0386 4.7422
H -0.5482 0.2276 6.4833
H -2.8469 -1.2772 5.3644
H -3.1449 0.9175 4.4949
H -2.7971 1.5081 6.1428
H -5.2279 1.4386 5.6530
H -4.8299 0.2669 6.9813
H -6.5973 -1.6583 4.6013
H -7.0629 0.0468 4.6338
H -6.8906 -0.8561 6.1635
C 6.2381 -2.4757 4.8707
O 5.4106 -3.1224 3.9275
C 4.1059 -2.6758 3.9247
C 3.2607 -3.8078 3.3947
N 3.7317 -4.1423 2.0200
C 3.2534 -5.3939 1.4976
C 1.8502 -5.2235 0.9444
O 1.3496 -6.3681 0.2738
C 1.1494 -7.4886 1.1799
H 6.1641 -1.4399 4.6734
H 7.2695 -2.8167 4.6321
H 5.8309 -2.7217 5.8911
H 3.9798 -1.7435 3.3355
H 3.7801 -2.3996 5.0021
H 2.2201 -3.5261 3.3177
H 3.4233 -4.6035 4.1912
H 4.7535 -4.1953 2.0020
H 3.2401 -6.1148 2.3284
H 3.9414 -5.7743 0.7124
H 1.8447 -4.4631 0.1759
H 1.0566 -4.8634 1.6928
H 0.6483 -8.2500 0.5803
H 0.5298 -7.1780 2.0172
H 2.1079 -7.7831 1.5723
```

***

# 3
The following is a DFT calculation (ωB97M-V with the def2-TZVPD basis set) of a molecular structure, C47H25Cl5N11PbS.

## Properties
HOMO ... -10.44 eV
Total charge ... +1
Frontier orbital gap ... 6.62 eV

Structure (XYZ):
```
90
C47H25Cl5N11PbS (ωB97M-V with the def2-TZVPD basis set)
Pb -0.2650 -0.4204 -1.3684
C -5.8881 -1.2563 -1.8049
C -5.7284 -0.0016 -2.3829
C -4.7742 0.8986 -1.9078
C -4.0128 0.4930 -0.8355
C -2.8768 1.1099 -0.1108
N -2.3005 2.2039 -0.4457
C -1.0894 2.5269 0.0662
C -0.7728 3.8045 0.7384
C -1.5376 4.9020 1.0642
C -0.8909 5.9495 1.7201
C 0.4612 5.8759 2.0380
C 1.2222 4.7515 1.7160
C 0.5793 3.7299 1.0559
C 1.0248 2.3907 0.6120
N 2.1547 1.8621 0.8659
C 2.3676 0.5256 0.7331
N 1.5226 -0.3686 1.1683
C 2.1265 -1.6247 0.9822
N 1.5687 -2.7389 1.2656
C 0.2737 -2.7743 1.6864
N -0.7289 -2.2564 1.0380
C -1.8633 -2.4389 1.8468
N -2.9917 -1.8778 1.6519
C -3.1339 -0.8340 0.8030
N -2.4330 0.2625 0.9108
C -4.1642 -0.7644 -0.2636
C -5.0979 -1.6642 -0.7296
C -1.5202 -3.3001 3.0028
C -2.2560 -3.8066 4.0489
C -1.5624 -4.5324 5.0188
C -0.1864 -4.7155 4.9376
C 0.5539 -4.1822 3.8815
C -0.1429 -3.4830 2.9226
C 3.4732 -1.4440 0.3895
C 4.4310 -2.3341 -0.0399
C 5.5586 -1.8025 -0.6675
C 5.7042 -0.4306 -0.8479
C 4.7308 0.4653 -0.4019
C 3.6224 -0.0717 0.2138
N -0.0367 1.7707 -0.0711
H -6.6401 -1.9279 -2.1972
H -6.3566 0.2805 -3.2170
H -4.6387 1.8715 -2.3606
H -2.5904 4.9517 0.8217
H -1.4499 6.8353 1.9893
H 0.9292 6.7072 2.5478
H 2.2715 4.6850 1.9697
H -5.2175 -2.6411 -0.2801
H -3.3241 -3.6502 4.1158
H -2.1032 -4.9582 5.8532
H 0.3178 -5.2797 5.7105
H 1.6255 -4.3152 3.8187
H 4.3061 -3.4010 0.0886
H 6.3317 -2.4681 -1.0280
H 6.5879 -0.0533 -1.3460
H 4.8363 1.5326 -0.5486
Cl 1.9915 2.3032 -2.5711
C 2.5236 0.7042 -3.0116
C 1.8566 -0.3902 -2.4851
C 2.3989 -1.6266 -2.7969
Cl 1.6609 -3.0558 -2.1138
C 3.5230 -1.7976 -3.6019
Cl 4.1548 -3.3611 -3.9329
C 4.1360 -0.6689 -4.1422
Cl 5.5125 -0.8384 -5.1554
C 3.6353 0.5963 -3.8448
Cl 4.3939 1.9942 -4.5023
C 0.4363 2.6029 -5.6707
N 0.4493 1.1493 -5.5974
C 1.1848 0.3164 -6.4180
C 0.8246 -0.9476 -6.1368
N -0.1390 -0.8803 -5.1371
C -0.3544 0.4236 -4.7926
S -1.3981 1.0618 -3.6220
C -0.8897 -2.0053 -4.6925
C -1.3670 -2.9078 -5.6308
C -2.0774 -4.0028 -5.1686
C -2.2966 -4.1397 -3.8059
C -1.7832 -3.1735 -2.9596
N -1.0809 -2.1288 -3.3930
H 1.2931 2.9205 -6.2590
H 0.4998 3.0195 -4.6713
H -0.4848 2.9409 -6.1431
H 1.9118 0.7010 -7.1108
H 1.1799 -1.8874 -6.5188
H -1.2036 -2.7434 -6.6864
H -2.4648 -4.7325 -5.8665
H -2.8502 -4.9774 -3.4072
H -1.9167 -3.2386 -1.8841
```

***

- What is the total charge in the first record?
  +1